Entry 1:
Formula: C36H30N11O6STi
Source: the OMol25 dataset
Level of theory: ωB97M-V/def2-TZVPD

```
85
Properties=species:S:1:pos:R:3:forces:R:3
Ti -1.9873 -1.0287 -0.5611 -0.1 -0.7 0.0
O -5.5153 -2.0961 1.3216 0.0 0.0 0.0
C -4.4114 -1.4752 0.8891 0.0 0.0 0.2
O -3.6121 -2.0694 0.0550 -0.3 0.1 0.0
C -4.0815 -0.1909 1.3565 0.0 0.1 0.0
C -4.7838 0.7283 2.1783 0.0 0.0 0.0
C -4.1945 1.9417 2.4421 0.0 0.0 0.0
C -2.9131 2.2765 1.9427 0.0 0.0 0.1
C -2.2853 1.3287 1.1648 0.0 0.1 -0.1
N -2.8666 0.1778 0.8673 -0.2 0.2 0.3
C -0.8961 1.3918 0.5489 0.0 -0.5 0.3
O -0.1126 2.2716 0.7642 0.1 0.1 0.0
O -0.6701 0.3178 -0.2112 0.1 0.3 0.7
H -5.5286 -2.9896 0.9550 0.0 0.0 0.0
H -5.7545 0.4724 2.5782 0.0 0.0 0.0
H -4.7208 2.6578 3.0595 0.0 0.0 0.0
H -2.4274 3.2129 2.1711 0.0 0.0 0.0
O -3.3688 -2.6723 -2.6547 0.1 -0.1 -0.1
C -2.6291 -3.8499 -2.4042 -0.1 0.0 0.0
C -1.1801 -3.4797 -2.5068 0.0 0.0 0.3
C -0.2762 -4.2970 -3.1608 0.1 0.0 -0.1
C 1.0659 -3.9539 -3.1764 -0.1 -0.1 -0.1
C 1.4578 -2.7885 -2.5422 0.0 0.2 0.0
C 0.4971 -2.0168 -1.9142 0.0 0.0 -0.3
N -0.8044 -2.3529 -1.8802 0.6 -0.1 -0.3
H -4.2709 -2.7872 -2.3434 0.0 0.0 0.1
H -2.8629 -4.6409 -3.1207 0.0 0.0 0.0
H -2.8196 -4.2289 -1.3924 0.0 0.0 0.0
H -0.6318 -5.1891 -3.6575 0.0 0.0 0.0
H 1.7865 -4.5792 -3.6864 0.0 0.0 0.0
H 2.4874 -2.4614 -2.5360 0.0 0.0 0.0
H 0.7665 -1.0905 -1.4214 -0.1 0.0 0.0
C 1.8828 -3.4889 2.8849 0.0 0.1 0.0
N 0.6146 -2.9590 2.4131 -0.2 -0.2 0.1
C 0.2529 -2.7523 1.1572 0.2 0.1 -0.3
N -0.9185 -2.1480 1.1152 -0.4 0.1 0.0
C -1.2511 -2.0327 2.4362 0.2 -0.1 0.1
N -0.3476 -2.5219 3.2520 0.0 0.2 -0.1
C 2.7494 -2.4099 3.4846 0.0 0.1 0.0
C 3.3649 -2.6479 4.7033 0.0 -0.1 -0.1
C 4.1920 -1.6893 5.2713 0.0 0.0 0.0
C 4.3829 -0.4800 4.6358 -0.1 0.1 0.0
C 3.7392 -0.2178 3.4238 0.1 0.0 -0.1
C 2.9362 -1.1887 2.8391 0.0 0.0 0.1
C 3.9335 1.1138 2.8444 -0.1 0.0 -0.1
N 4.5118 2.1021 3.4285 0.1 -0.1 0.0
N 4.4514 3.1671 2.5571 -0.1 0.1 0.1
C 3.8162 2.7601 1.5155 0.0 -0.1 -0.1
O 3.4659 1.4440 1.6083 0.0 0.1 0.1
C 3.4723 3.5745 0.3490 0.0 0.0 0.0
C 3.7214 4.9463 0.4408 0.0 -0.1 0.0
C 3.4119 5.7730 -0.6176 0.0 0.1 0.0
C 2.8470 5.2440 -1.7699 0.0 0.0 0.0
C 2.6020 3.8853 -1.8729 0.1 -0.1 0.1
C 1.9833 3.3359 -3.1332 0.0 0.0 0.1
N 0.7416 2.6280 -2.8607 0.0 0.2 0.1
C 0.4217 1.3554 -3.1140 -0.1 0.0 0.0
N -0.7824 1.0798 -2.6499 1.3 0.6 -0.3
C -1.1598 2.2661 -2.1042 0.3 0.3 -0.4
N -0.2729 3.2293 -2.2110 0.0 -0.1 -0.1
C 2.9206 3.0430 -0.8085 -0.1 0.1 0.0
H 2.3517 -3.9465 2.0122 0.1 0.0 0.0
H 1.6874 -4.2686 3.6179 -0.1 0.0 0.0
H 0.8635 -3.0310 0.3142 0.0 0.0 0.0
H -2.1655 -1.5881 2.7899 0.0 0.0 0.0
H 3.2032 -3.5915 5.2103 0.0 0.0 0.0
H 4.6750 -1.8838 6.2192 0.0 0.0 0.0
H 5.0036 0.2896 5.0724 0.0 0.0 0.0
H 2.4300 -0.9722 1.9046 0.0 0.0 0.0
H 4.1500 5.3402 1.3515 0.0 0.0 0.0
H 3.5944 6.8364 -0.5432 0.0 0.0 0.0
H 2.5840 5.8979 -2.5925 0.0 0.0 0.0
H 2.6491 2.6199 -3.6178 0.0 0.0 0.0
H 1.7817 4.1407 -3.8388 0.0 0.0 0.0
H 1.0810 0.6866 -3.6444 0.0 0.0 0.0
H -2.1074 2.4221 -1.6150 0.1 0.1 0.0
H 2.7116 1.9809 -0.8696 0.0 0.0 0.0
S -4.7125 1.8516 -3.1084 -0.1 0.2 0.1
C -3.6331 0.9968 -4.1223 0.0 -0.2 0.0
C -2.8797 0.1523 -3.3824 -0.6 -0.3 -0.3
N -3.1436 0.1778 -2.0291 -0.4 -0.2 -0.1
C -4.0901 1.0444 -1.7592 -0.1 -0.2 -0.1
H -3.6039 1.1554 -5.1867 0.0 0.0 0.0
H -2.1162 -0.5081 -3.7626 -0.3 0.0 0.0
H -4.4534 1.2470 -0.7634 0.0 0.0 0.0
```
Forces are in eV/Å.

Output
Kohn-Sham gap (alpha / beta) in eV: 6.019 / 7.462
Charge: +1
Spin multiplicity: 3
HOMO (alpha / beta) in eV: -8.708 / -10.394

Mulliken atomic charge list, values in e, 4 entries: atom 1 (Ti): -0.081, atom 2 (O): -0.556, atom 3 (C): -0.003, atom 4 (O): -0.575


Entry 2:
Formula: C21H32AsEuN7O6SSe
Source: the OMol25 dataset
Level of theory: ωB97M-V/def2-TZVPD

```
70
Properties=species:S:1:pos:R:3:forces:R:3
Eu 0.0437 -0.0704 0.1131 -0.9 0.2 0.5
C 1.2889 1.0276 3.8665 0.3 -1.2 0.2
C 1.1947 -0.5011 3.5478 3.4 1.4 -0.7
N 1.4163 -0.8950 2.1483 -0.2 0.9 -0.6
C 1.5117 -2.3541 2.0394 1.5 0.2 0.0
C 1.1031 -2.8569 0.6716 0.0 -1.8 0.5
N -0.3241 -2.5756 0.4463 0.0 -0.3 -0.5
C -1.2418 -3.2081 1.4057 0.9 -2.3 0.1
C -1.7890 -2.3122 2.4605 -0.7 -0.1 0.1
C -2.8709 -1.3689 1.9762 0.5 2.2 -1.1
N -2.2136 0.0088 1.7166 -0.6 -0.8 1.1
C -1.9334 0.7625 2.9811 -0.2 1.2 -1.5
C -1.2991 2.1438 2.6565 0.6 -2.1 -2.5
N -0.0441 1.8703 1.8418 0.5 0.5 1.0
C 1.1477 2.0569 2.7515 -1.6 -1.1 0.3
H 2.2754 1.2537 4.2989 -0.3 -0.2 0.0
H 0.5537 1.1557 4.6720 0.2 0.4 -0.2
H 0.2734 -0.8083 3.8464 -2.5 -1.2 0.8
H 1.9485 -1.0576 4.1341 -0.3 0.4 0.2
H 2.2420 -0.3908 1.7765 -0.4 -0.6 0.2
H 0.8805 -2.7358 2.8401 0.0 -0.5 -0.2
H 2.5548 -2.6926 2.2364 -0.6 0.1 0.0
H 1.3902 -3.9760 0.6021 -0.7 1.5 0.1
H 1.6106 -2.3823 -0.1523 0.7 0.3 -0.1
H -0.5418 -2.9246 -0.4993 0.1 0.3 0.6
H -0.8592 -4.2176 1.7911 0.2 1.5 -0.1
H -2.0289 -3.5945 0.8258 -1.5 -0.2 -0.8
H -1.0054 -1.7119 2.8576 0.6 0.5 0.2
H -2.1464 -2.8400 3.3363 -0.2 -0.6 -0.1
H -3.6704 -1.3325 2.7004 -0.2 0.5 0.4
H -3.3815 -1.5207 1.0004 0.6 -0.8 0.5
H -2.8762 0.5244 1.1317 0.3 0.1 0.4
H -1.3647 0.1464 3.6448 0.6 -0.2 0.2
H -2.7987 1.0525 3.5316 -1.3 -0.3 0.4
H -1.0669 2.6530 3.5750 -0.1 0.6 0.2
H -1.9905 2.6688 1.9670 0.2 0.0 0.8
H 0.1280 2.5120 1.0495 -0.5 0.2 0.7
H 1.0062 2.9564 3.3446 0.5 0.7 -0.6
H 2.0091 1.9981 2.1325 0.8 0.5 -0.4
O 1.1727 2.9834 -1.0128 -0.9 2.9 0.1
As 2.5748 1.9734 -1.0333 4.0 1.9 0.3
O 3.9189 2.7998 -0.4601 -1.8 -0.8 -1.1
O 2.1263 0.7925 0.0387 -1.2 -1.6 0.4
C 2.9012 1.3216 -2.8321 -2.3 -1.1 2.2
C 3.9853 1.8314 -3.4222 2.6 0.6 -1.5
C 4.5423 1.2561 -4.5581 -2.6 -1.2 -0.3
C 3.7989 0.1444 -5.0742 2.6 1.8 0.9
C 2.7042 -0.4028 -4.4669 0.1 -0.1 -0.8
C 2.2448 0.1994 -3.3167 -1.0 0.1 -0.7
S 0.5865 -0.2657 -2.8799 0.9 1.3 -0.5
O -0.0665 -0.5376 -4.1162 -0.6 0.2 0.0
O 0.6574 -1.3793 -1.9633 0.0 -2.2 1.6
O 0.0631 0.8346 -2.0250 -0.3 0.6 -0.9
H 1.4274 3.9585 -1.0270 -0.2 -1.8 0.1
H 4.4731 2.6739 -3.0073 0.3 0.7 0.6
H 5.3707 1.7026 -5.0909 0.0 -0.2 0.1
H 4.2301 -0.2818 -5.9228 0.2 -0.9 -1.4
H 2.2335 -1.2151 -5.0228 -0.3 0.2 0.7
Se -2.7689 3.4582 -1.3929 -0.6 0.0 -1.1
N -3.5211 2.6800 -2.7918 0.2 -0.3 -1.1
C -3.3434 1.3505 -2.7343 -0.9 2.1 1.8
C -3.8174 0.3886 -3.6857 0.1 -0.2 1.2
C -3.6184 -0.9145 -3.3251 0.2 0.3 -1.3
C -2.8664 -1.1964 -2.1396 0.4 -2.3 -1.7
N -2.4549 -0.3782 -1.2750 0.7 2.6 2.4
C -2.7979 0.9634 -1.4577 1.5 -0.3 -0.9
N -2.3446 1.9484 -0.6657 -0.1 -2.4 0.4
H -4.3413 0.7882 -4.5394 0.1 -0.4 -0.4
H -3.7971 -1.7441 -4.0265 -0.2 0.5 0.6
H -2.4050 -2.1971 -2.0397 -0.8 0.2 -0.1
```
Forces are in eV/Å.

Output
Kohn-Sham gap (alpha / beta) in eV: 7.501 / 7.503
Charge: +1
ΔE to the lowest compared entry with this formula, charge and spin in kJ/mol: 0.0
Spin multiplicity: 7
HOMO (alpha / beta) in eV: -11.448 / -11.449

Mulliken atomic charge list, values in e, 4 entries: atom 1 (Eu): 1.388, atom 2 (C): -0.871, atom 3 (C): -1.254, atom 4 (N): 0.295